{"formula": "CH4P2S", "method": "wB97M-V/def2-TZVPD", "e_homo_ev": [-8.300, -8.308], "relative_energy_kj_mol": 559.4, "species": ["S", "P", "P", "C", "H", "H", "H", "H"], "coordinates": [[-2.25932, 0.55036, 0.13205], [1.01931, 1.32316, -0.03174], [0.10787, -1.79387, 0.08858], [-0.02206, -0.05549, 0.16295], [1.44271, 1.46056, 1.45543], [0.72655, -1.56973, -1.13532], [0.08909, 2.23489, -0.10618], [-1.10415, -2.14987, -0.56576]], "lowdin_charge": [0.049, 0.712, 0.696, -1.085, -0.005, -0.090, -0.183, -0.095]}

{"formula": "C17H14ClNO3", "method": "wB97M-V/def2-TZVPD", "e_homo_ev": -9.262, "relative_energy_kj_mol": 0.0, "species": ["Cl", "O", "O", "O", "N", "C", "C", "C", "C", "C", "C", "C", "C", "C", "C", "C", "C", "C", "C", "C", "C", "C", "H", "H", "H", "H", "H", "H", "H", "H", "H", "H", "H", "H", "H", "H"], "coordinates": [[5.23908, -2.56766, 0.49302], [2.97989, 3.18152, 1.01522], [-1.97684, 2.11613, 0.82264], [2.26040, 3.27199, -1.08926], [-0.69559, 0.43338, -0.10785], [-2.87267, -0.06746, 0.30487], [3.89016, -1.51995, 0.23364], [-2.32766, -1.18612, -0.31885], [-4.41728, -2.29397, -0.12216], [-4.19295, -0.04505, 0.71884], [2.66993, -0.03038, -1.18148], [-0.89756, -0.89948, -0.64426], [2.11951, 2.96167, 0.20829], [0.56026, 1.10496, -0.39245], [-3.09298, -2.31313, -0.53786], [-1.83966, 0.98958, 0.39463], [2.95269, -1.34688, 1.24035], [3.75599, -0.86336, -0.97843], [-4.96088, -1.17657, 0.49729], [1.72252, 0.15748, -0.18545], [1.87709, -0.50648, 1.02651], [0.78186, 2.33522, 0.50252], [0.55550, 1.43885, -1.44221], [-5.99466, -1.19272, 0.80839], [-5.03570, -3.16431, -0.28448], [2.56427, 0.48486, -2.12509], [-0.00390, 3.06932, 0.31831], [1.14604, -0.36676, 1.80903], [4.49290, -1.00320, -1.75348], [-0.71089, -0.91410, -1.72602], [-4.59722, 0.83302, 1.19755], [3.12188, 3.69211, -1.23995], [3.06956, -1.86049, 2.18146], [-0.21735, -1.62080, -0.17799], [0.75124, 2.05409, 1.55444], [-2.67700, -3.18530, -1.01973]], "lowdin_charge": [0.676, 0.121, 0.081, 0.107, 0.002, -0.083, -0.672, -0.141, -0.075, 0.002, -0.021, -0.068, -0.532, -0.219, -0.024, -0.379, -0.086, -0.092, -0.075, -0.206, -0.025, -0.035, 0.158, 0.103, 0.103, 0.120, 0.127, 0.129, 0.106, 0.148, 0.120, 0.136, 0.108, 0.134, 0.138, 0.114]}

{"formula": "C13H35AlBrNO13P3", "method": "wB97M-V/def2-TZVPD", "e_homo_ev": -5.087, "charge": -1, "species": ["Br", "P", "P", "P", "Al", "O", "O", "O", "O", "O", "O", "O", "O", "O", "O", "O", "O", "O", "N", "C", "C", "C", "C", "C", "C", "C", "C", "C", "C", "C", "C", "C", "H", "H", "H", "H", "H", "H", "H", "H", "H", "H", "H", "H", "H", "H", "H", "H", "H", "H", "H", "H", "H", "H", "H", "H", "H", "H", "H", "H", "H", "H", "H", "H", "H", "H", "H"], "coordinates": [[0.22221, -2.66033, -2.63127], [2.68944, 0.32218, 6.01033], [-2.20098, 1.84726, 1.52391], [1.71143, 1.64028, -5.25498], [-4.17539, -3.47895, -1.85599], [2.59092, -0.65830, 7.10107], [-0.92828, 2.68958, 1.98025], [1.52194, 1.38993, 5.93247], [-5.61836, -6.62542, -1.82662], [-1.92480, 0.67603, 0.68626], [1.99154, 3.11688, -5.79011], [0.93790, 0.94855, -6.46465], [2.68275, -0.29642, 4.54331], [0.55945, 1.87558, -4.19837], [2.89217, 0.90948, -4.77331], [3.99182, 1.23922, 6.02470], [-3.15008, 2.94297, 0.86004], [-2.92753, 1.54860, 2.90276], [-5.21635, -4.58910, -0.66402], [0.19003, 0.88571, 5.77129], [0.36945, 2.20309, 1.60973], [-2.26854, -3.17016, -1.14438], [3.32215, 3.62997, -5.68436], [-0.03835, 0.70720, -3.60186], [3.71924, -1.22450, 4.22137], [-0.72579, -5.18478, -1.49536], [1.67893, 0.71559, -7.65918], [-1.25799, -3.86654, -2.09473], [4.90680, 1.09649, 7.11629], [-2.70276, 3.52729, -0.36254], [-4.20343, 0.90100, 2.83348], [-5.51252, -5.60470, -1.24500], [-2.19146, -3.50261, -0.09476], [3.27588, 4.71062, -5.80794], [1.76255, 1.64297, -8.22975], [-4.01837, -4.29714, -3.24413], [0.44910, 1.12853, 1.76794], [-1.57567, -5.84682, -1.26849], [-2.28852, 2.76926, -1.02979], [-0.07810, 0.24062, 6.60884], [-0.14736, -5.70769, -2.27945], [-4.56331, 0.75808, 3.84981], [3.41311, -1.78313, 3.34029], [0.10500, 0.33307, 4.83488], [3.75629, 3.40534, -4.71113], [1.10661, 2.70593, 2.23327], [-0.51196, 0.08909, -4.36384], [-0.49346, 1.73057, 5.74194], [-4.11209, -0.07047, 2.34654], [-0.08997, -5.00488, -0.61695], [-0.79781, 1.03806, -2.89771], [-1.94890, 4.28893, -0.15429], [3.88690, -1.92412, 5.04244], [5.51712, 0.20432, 6.97454], [-3.55629, 3.99411, -0.84862], [0.70965, 0.12536, -3.06771], [-1.79958, -4.12439, -3.01421], [1.14282, -0.02086, -8.25336], [4.38068, 1.03534, 8.06780], [-4.84528, -2.06936, -2.20152], [3.94677, 3.20811, -6.47244], [4.64200, -0.68533, 3.99987], [5.55392, 1.97149, 7.12781], [0.56826, 2.43663, 0.56365], [-2.08285, -2.08335, -1.17098], [-4.91745, 1.52101, 2.29000], [2.67473, 0.32898, -7.43312]], "lowdin_charge": [0.620, 0.352, 0.354, 0.354, 0.230, -0.232, -0.217, -0.207, 0.044, -0.214, -0.214, -0.212, -0.217, -0.211, -0.230, -0.211, -0.217, -0.215, 0.040, -0.085, -0.089, -0.338, -0.104, -0.109, -0.092, -0.169, -0.101, -0.834, -0.099, -0.092, -0.090, -0.570, 0.043, 0.084, 0.085, -0.065, 0.086, 0.079, 0.082, 0.088, 0.062, 0.085, 0.092, 0.087, 0.085, 0.086, 0.080, 0.090, 0.094, 0.069, 0.085, 0.087, 0.087, 0.088, 0.088, 0.032, 0.019, 0.088, 0.085, -0.128, 0.086, 0.087, 0.085, 0.088, 0.013, 0.086, 0.087]}